1.
{"formula": "C2F3HoNO5S2", "method": "the ωB97M-V functional and the def2-TZVPD basis", "symbols": ["N", "F", "S", "F", "S", "O", "C", "O", "O", "C", "O", "Ho", "O", "F"], "xyz": [[0.719, -0.571, 0.017], [2.011, -1.396, -2.509], [0.679, 0.113, 1.489], [3.081, 0.230, -1.571], [0.458, 0.412, -1.285], [1.457, 1.398, 1.499], [1.983, -0.096, -2.246], [-2.267, -2.090, 1.876], [-1.016, 0.433, 1.711], [-2.472, -0.924, 1.973], [-3.362, -0.135, 2.258], [-2.611, 2.244, 2.320], [-0.648, -0.183, -2.128], [1.989, 0.564, -3.405]], "atomic_forces_ev_per_a": [[-0.256, 0.804, 0.941], [-0.023, -0.105, 0.005], [2.090, -0.541, -1.455], [0.272, 0.101, 0.114], [-1.247, -1.034, -0.662], [-1.957, -0.702, 0.290], [-0.355, -0.160, 0.385], [0.726, 3.384, -0.123], [-2.675, 2.228, 0.809], [-0.199, -3.162, 0.099], [0.362, 2.384, 0.043], [2.113, -4.210, -1.135], [1.141, 0.833, 0.941], [0.007, 0.179, -0.252]], "orbital_gap_ha": [0.1884, 0.1396], "largest_force_ev_per_a": 4.8, "e_above_lowest_kj_mol": 30.40, "multiplicity": 6, "e_tot_ha": -2551.00853}



2.
{"formula": "C2F3NO", "method": "the ωB97M-V functional and the def2-TZVPD basis", "symbols": ["C", "O", "F", "F", "N", "C", "F"], "xyz": [[-1.891, -0.100, -0.198], [2.239, -1.161, 0.359], [2.202, 1.195, 0.404], [-1.525, 0.996, 0.416], [0.695, -0.673, 0.360], [1.715, 0.019, 0.374], [-2.589, -0.776, 0.659]], "atomic_forces_ev_per_a": [[-0.117, -0.035, -0.609], [1.945, -0.218, 0.007], [0.045, 0.151, -0.027], [-0.166, -0.104, 0.292], [-2.052, 0.557, 0.058], [0.234, -0.563, 0.026], [0.111, 0.212, 0.252]], "orbital_gap_ha": 0.3885, "largest_force_ev_per_a": 2.1, "e_above_lowest_kj_mol": 576.35, "multiplicity": 1, "e_tot_ha": -505.58297}



3.
{"formula": "C2F3NO2", "method": "the ωB97M-V functional and the def2-TZVPD basis", "symbols": ["F", "C", "C", "F", "O", "O", "N", "F"], "xyz": [[0.230, 2.524, 0.083], [0.439, 1.167, -0.021], [1.100, 0.353, 0.759], [-0.324, 0.777, -1.018], [-0.539, -1.665, -1.418], [-1.691, -2.219, 0.365], [-1.179, -1.556, -0.463], [1.963, 0.620, 1.713]], "atomic_forces_ev_per_a": [[0.962, -1.723, 0.549], [-1.313, 2.145, -0.589], [0.726, 0.489, 0.512], [0.267, -0.030, -0.051], [1.157, -1.426, -1.844], [-0.112, -1.099, 0.228], [-1.180, 1.829, 1.597], [-0.507, -0.186, -0.403]], "orbital_gap_ha": [0.3545, 0.2902], "largest_force_ev_per_a": 2.7, "e_above_lowest_kj_mol": 525.34, "multiplicity": 1, "e_tot_ha": -580.77067}



4.
{"formula": "C2F3NO2", "method": "the ωB97M-V functional and the def2-TZVPD basis", "symbols": ["O", "F", "F", "C", "C", "O", "F", "N"], "xyz": [[0.316, -0.031, -0.284], [-0.535, 1.925, -0.989], [-1.021, 0.035, -2.014], [1.367, -1.013, 1.331], [-0.773, 0.584, -0.799], [2.236, -1.590, 1.798], [-1.911, 0.590, -0.121], [0.321, -0.499, 1.079]], "atomic_forces_ev_per_a": [[0.270, 1.291, -3.899], [0.579, -1.193, -0.009], [0.238, 0.255, 0.779], [2.049, -0.869, -0.077], [-1.303, 2.053, -1.649], [3.420, -2.062, 1.719], [0.391, -1.039, 0.604], [-5.645, 1.563, 2.532]], "orbital_gap_ha": [0.3019, 0.3270], "largest_force_ev_per_a": 6.4, "e_above_lowest_kj_mol": 0.00, "multiplicity": 3, "e_tot_ha": -580.84490}



5.
{"formula": "C2F4N2S", "method": "the ωB97M-V functional and the def2-TZVPD basis", "symbols": ["F", "N", "S", "F", "C", "F", "C", "F", "N"], "xyz": [[-2.070, -0.628, 0.742], [2.602, -1.088, -0.654], [-0.934, -0.366, -0.422], [-0.815, 2.125, 0.280], [-1.316, 1.428, -0.731], [-0.635, 1.689, -1.818], [1.974, -1.163, 0.348], [-2.578, 1.734, -0.819], [1.347, -1.133, 1.376]], "atomic_forces_ev_per_a": [[0.818, 0.199, -0.712], [1.276, -0.038, -2.253], [-1.528, 0.328, 0.446], [0.235, 0.713, 0.351], [0.843, -1.742, 1.592], [0.225, 0.602, -1.118], [0.168, 0.090, 0.642], [-0.800, -0.001, -0.575], [-1.237, -0.151, 1.627]], "orbital_gap_ha": [0.2328, 0.2331], "largest_force_ev_per_a": 2.6, "e_above_lowest_kj_mol": 308.04, "multiplicity": 1, "e_tot_ha": -983.18287}



6.
{"formula": "C2FN3", "method": "the ωB97M-V functional and the def2-TZVPD basis", "symbols": ["C", "N", "C", "F", "N", "N"], "xyz": [[-0.312, 0.026, -0.002], [-1.193, 0.806, -0.708], [0.945, -0.376, -0.372], [0.209, 0.480, 2.010], [-1.629, -0.202, -0.201], [1.981, -0.733, -0.728]], "atomic_forces_ev_per_a": [[3.478, 0.098, -0.410], [-0.813, 2.636, -1.470], [-0.873, -0.601, -0.096], [0.457, 0.301, 1.607], [-3.335, -2.317, 0.323], [1.085, -0.117, 0.046]], "orbital_gap_ha": [0.3016, 0.2275], "largest_force_ev_per_a": 4.1, "e_above_lowest_kj_mol": 424.83, "multiplicity": 3, "e_tot_ha": -340.03019}



7.
{"formula": "C2FOPr", "method": "the ωB97M-V functional and the def2-TZVPD basis", "symbols": ["O", "C", "F", "Pr", "C"], "xyz": [[-0.648, 0.249, -0.047], [0.541, 0.115, 0.378], [0.894, -1.126, 0.801], [-2.137, -0.379, -1.870], [1.350, 1.141, 0.738]], "atomic_forces_ev_per_a": [[-3.264, -0.687, -3.143], [1.758, 0.700, 2.289], [0.058, -0.163, -0.471], [1.581, 0.658, 1.959], [-0.134, -0.508, -0.635]], "orbital_gap_ha": [0.1915, 0.1921], "largest_force_ev_per_a": 4.6, "multiplicity": 4, "e_tot_ha": -767.85112, "charge": 1}



8.
{"formula": "C2H10N2O2", "method": "the ωB97M-V functional and the def2-TZVPD basis", "symbols": ["H", "H", "H", "H", "O", "H", "H", "H", "C", "N", "H", "C", "O", "H", "H", "N"], "xyz": [[-0.671, -1.510, 0.976], [0.213, 2.027, 0.167], [0.290, 0.313, -1.975], [1.550, -1.324, 1.041], [-1.794, -1.000, 0.673], [2.265, -0.527, -0.405], [1.540, 1.401, 1.018], [-0.121, 1.178, 1.668], [1.357, -1.010, -0.003], [-1.406, -0.510, -0.457], [-0.256, -0.140, -2.320], [0.500, 1.137, 0.755], [-2.047, 0.822, -0.575], [1.102, -1.913, -0.583], [-2.744, 1.136, 0.040], [0.222, -0.082, -0.020]], "atomic_forces_ev_per_a": [[-4.672, 2.312, -1.074], [-0.206, -0.259, 0.069], [-1.017, -0.835, -1.202], [0.344, -0.049, -0.356], [2.666, -3.818, 3.900], [-0.307, -0.269, -0.040], [-0.173, -1.171, -0.220], [0.378, 0.034, -0.031], [-1.194, -0.537, -0.164], [2.637, 3.874, -0.509], [1.134, 0.967, -0.181], [-1.956, 0.861, -0.520], [0.814, -0.454, -1.317], [0.300, 0.298, 0.026], [0.703, -1.459, 0.530], [0.550, 0.505, 1.090]], "orbital_gap_ha": 0.3002, "largest_force_ev_per_a": 6.1, "e_above_lowest_kj_mol": 895.49, "multiplicity": 1, "e_tot_ha": -341.85279}



9.
{"formula": "C2H10N2O2", "method": "the ωB97M-V functional and the def2-TZVPD basis", "symbols": ["H", "O", "N", "H", "H", "H", "C", "N", "C", "H", "H", "O", "H", "H", "H", "H"], "xyz": [[-2.324, -1.668, -0.149], [1.213, -1.341, -0.418], [-1.470, 0.189, -0.396], [2.543, 1.559, 0.438], [-2.023, 2.033, -0.244], [-1.964, -0.852, 1.391], [2.460, 0.655, -0.165], [1.380, -0.140, 0.378], [-2.317, -0.708, 0.366], [2.312, 0.927, -1.217], [0.351, 0.299, 0.393], [-1.353, 1.485, 0.186], [-3.326, -0.294, 0.399], [1.784, -2.000, 0.000], [3.402, 0.101, -0.090], [-0.666, -0.246, -0.873]], "atomic_forces_ev_per_a": [[-0.051, 0.002, -0.018], [0.060, 0.552, -0.115], [-1.266, -0.396, -1.057], [-0.015, 0.025, -0.003], [0.159, -0.290, -0.204], [-0.017, -0.080, 0.084], [-0.404, 0.122, -0.407], [-2.385, 0.023, 0.812], [0.484, 0.553, 0.128], [0.041, 0.063, 0.010], [3.626, -0.917, -0.164], [0.610, -0.807, -0.039], [-0.061, -0.172, 0.004], [-0.227, 0.223, 0.128], [-0.167, 0.031, 0.094], [-0.388, 1.067, 0.747]], "orbital_gap_ha": 0.3528, "largest_force_ev_per_a": 3.7, "e_above_lowest_kj_mol": 432.51, "multiplicity": 1, "smiles": "CNO.CNO", "e_tot_ha": -342.02913}



10.
{"formula": "C2H10N2O2", "method": "the ωB97M-V functional and the def2-TZVPD basis", "symbols": ["H", "H", "H", "C", "N", "H", "O", "H", "H", "N", "H", "H", "C", "O", "H", "H"], "xyz": [[1.528, -0.210, 1.398], [-1.380, -2.034, 0.392], [-3.016, -0.251, 0.049], [-1.958, -0.178, -0.239], [1.578, -0.720, -0.605], [0.452, 2.754, 1.376], [0.917, 1.361, 0.187], [-1.419, 0.358, 0.540], [1.790, -0.313, -1.508], [-1.310, -1.465, -0.446], [-1.887, 0.399, -1.159], [0.609, -1.047, -0.619], [1.767, 0.240, 0.427], [1.283, 2.481, 0.969], [-1.762, -1.972, -1.200], [2.807, 0.596, 0.436]], "atomic_forces_ev_per_a": [[0.014, 0.094, -0.040], [-0.026, -0.026, -0.162], [0.102, 0.038, -0.050], [-0.260, 0.102, 0.083], [-0.122, 0.305, 0.066], [-0.112, -0.257, -0.052], [-1.049, -0.002, -0.891], [-0.037, 0.109, -0.066], [0.069, -0.037, 0.032], [-0.155, -0.394, 0.013], [0.008, 0.104, 0.072], [0.141, -0.058, -0.046], [0.827, -0.206, 0.338], [0.743, 0.293, 0.480], [0.076, -0.024, 0.151], [-0.220, -0.040, 0.073]], "orbital_gap_ha": 0.3797, "largest_force_ev_per_a": 1.4, "e_above_lowest_kj_mol": 313.43, "multiplicity": 1, "smiles": "NCOO.CN", "e_tot_ha": -342.07449}



11.
{"formula": "C2H10N2O2", "method": "the ωB97M-V functional and the def2-TZVPD basis", "symbols": ["H", "H", "H", "H", "C", "N", "C", "H", "H", "O", "H", "N", "O", "H", "H", "H"], "xyz": [[-1.094, -1.672, -0.277], [-2.546, -0.750, -0.567], [0.035, 1.903, -0.264], [-1.539, -1.535, -1.894], [-0.362, 0.888, -0.149], [-0.729, 0.185, -1.110], [-1.577, -0.998, -0.949], [1.630, -0.940, 2.381], [-0.586, 1.529, 1.788], [1.619, -0.109, 1.908], [-0.585, -0.112, 1.680], [-0.831, 0.798, 1.235], [1.876, 0.103, -1.396], [1.787, 1.030, -1.187], [1.351, -0.036, -2.155], [1.551, -0.284, 0.955]], "atomic_forces_ev_per_a": [[0.439, -0.498, 1.036], [-0.657, 0.096, -0.030], [0.196, -0.321, -0.514], [-0.702, 0.230, -0.073], [-2.281, 3.185, 4.461], [-0.557, -2.124, -1.353], [1.128, 0.533, -1.063], [0.315, -0.492, 0.011], [0.849, 2.899, 2.143], [-0.669, 0.626, -0.425], [-0.871, 0.622, -0.030], [1.430, -4.326, -4.433], [1.174, -0.248, 1.765], [0.408, 0.507, -0.278], [-0.867, -0.239, -1.502], [0.663, -0.450, 0.286]], "orbital_gap_ha": [0.4184, 0.2382], "largest_force_ev_per_a": 6.4, "e_above_lowest_kj_mol": 165.17, "multiplicity": 2, "e_tot_ha": -341.80658, "charge": 1}



12.
{"formula": "C2H10N2O2", "method": "the ωB97M-V functional and the def2-TZVPD basis", "symbols": ["H", "C", "H", "H", "N", "O", "H", "C", "H", "H", "H", "O", "H", "N", "H", "H"], "xyz": [[1.451, 0.731, -1.564], [-1.236, -0.830, -0.974], [2.064, -0.504, -1.265], [-0.594, 0.924, 2.381], [-0.832, 0.332, 1.595], [2.377, 0.406, -1.414], [-0.173, -1.009, -0.660], [-1.623, 0.875, 0.621], [2.301, 0.204, 0.282], [0.123, -0.054, 1.283], [-2.249, 1.765, 0.799], [1.687, 0.100, 1.056], [-1.225, -0.773, -1.998], [-1.741, 0.404, -0.542], [-1.863, -1.655, -0.697], [1.534, -0.917, 1.097]], "atomic_forces_ev_per_a": [[1.322, 0.770, -0.159], [0.405, -0.542, 0.744], [1.090, -0.366, -0.582], [-0.549, 0.313, 0.324], [0.737, 0.965, -1.471], [-2.135, -0.577, -0.166], [-0.838, 0.199, 0.280], [-0.509, 0.522, 3.020], [-0.386, 0.528, 0.424], [-1.332, 0.459, 0.040], [0.266, -0.494, 0.615], [-0.219, -3.272, 0.158], [0.169, -0.237, -2.593], [0.991, 0.092, -1.353], [-0.216, -0.593, 0.527], [1.205, 2.234, 0.191]], "orbital_gap_ha": [0.4485, 0.2699], "largest_force_ev_per_a": 3.3, "e_above_lowest_kj_mol": 128.85, "multiplicity": 2, "e_tot_ha": -341.82041, "charge": 1}